Molecular formula: C5H11N
Method: DFT, wB97M-V/def2-TZVPD

Results
HOMO energy: -8.6 eV
Energy: -251.6474 a.u.
Energy relative to the best compared isomer or geometry (same formula, charge and spin): 5.8533 eV
Charge: 0
Frontier orbital gap: 0.3242 Ha
Structure (SMILES): C/C=C/CNC

Positions of all 17 atoms, in Å:
C 2.9919 -1.2603 0.3192
C 2.0772 -0.1913 -0.2129
C 0.7235 -0.0414 0.5982
C -0.4642 0.6582 -0.1257
N -1.9054 0.2017 0.2231
C -2.9460 0.8327 -0.6752
H 3.6709 -1.7902 -0.4043
H 2.4502 -1.9933 0.9088
H 3.7858 -0.8562 1.0071
H 1.0284 -0.8633 -0.6507
H 0.4374 -0.1922 1.7236
H -0.3164 0.3983 -1.2349
H -0.3288 1.7598 0.0144
H -1.9535 -0.8184 0.1604
H -3.8334 0.4094 -0.3267
H -2.7641 0.6198 -1.7219
H -3.1330 1.9271 -0.4591

Forces on the atoms, in the same order (eV/Å):
2.19 0.24 1.16
-6.79 -1.75 1.82
2.35 0.63 -1.08
-0.47 -0.86 -1.50
1.66 1.44 -0.17
1.77 0.61 1.45
-1.18 0.60 0.06
0.07 -0.30 0.02
-0.84 0.05 -0.30
1.59 0.84 -0.10
1.01 -0.32 -1.73
-0.01 0.93 1.27
-0.55 -0.83 -0.04
0.01 0.52 -0.21
-1.67 -0.98 0.06
-0.09 0.23 -0.34
0.94 -1.04 -0.37

Molecular formula: C4H5FN2
Method: DFT, wB97M-V/def2-TZVPD

Results
HOMO energy (alpha / beta): -9.7 / -9.1 eV
Energy: -364.5951 a.u.
Energy relative to the best compared isomer or geometry (same formula, charge and spin): 5.6651 eV
Charge: 0
Frontier orbital gap (alpha / beta): 0.3231 / 0.3110 Ha

Positions of all 12 atoms, in Å:
C -1.9178 0.6624 0.0964
C 0.5549 0.6136 0.2967
C 0.9881 -0.3515 -0.8053
C -0.8157 0.0104 0.6561
N -2.8324 1.0407 -0.4554
N 0.1163 -1.4871 -0.4238
F 0.7613 -2.2163 0.4930
H 1.2195 0.6873 1.1293
H 0.4342 1.5888 -0.1721
H 0.4096 0.1484 -1.6288
H 2.0574 -0.4652 -0.9436
H -0.9753 -0.2314 1.7573

Forces on the atoms, in the same order (eV/Å):
0.89 -1.53 0.14
0.28 0.61 -0.61
-2.08 2.00 0.67
2.46 -1.38 1.36
-2.01 1.23 -1.09
-2.24 1.37 -0.84
0.97 -0.66 1.40
0.33 -0.02 0.65
0.10 0.38 0.52
1.12 -1.26 -0.24
-0.10 -0.57 -0.30
0.28 -0.17 -1.65

Q: What is the formula in the second record?
A: C4H5FN2

What did the second record say?
Molecular formula: C4H5FN2
Method: DFT, wB97M-V/def2-TZVPD

Results
HOMO energy (alpha / beta): -9.7 / -9.1 eV
Energy: -364.5951 a.u.
Energy relative to the best compared isomer or geometry (same formula, charge and spin): 5.6651 eV
Charge: 0
Frontier orbital gap (alpha / beta): 0.3231 / 0.3110 Ha

Positions of all 12 atoms, in Å:
C -1.9178 0.6624 0.0964
C 0.5549 0.6136 0.2967
C 0.9881 -0.3515 -0.8053
C -0.8157 0.0104 0.6561
N -2.8324 1.0407 -0.4554
N 0.1163 -1.4871 -0.4238
F 0.7613 -2.2163 0.4930
H 1.2195 0.6873 1.1293
H 0.4342 1.5888 -0.1721
H 0.4096 0.1484 -1.6288
H 2.0574 -0.4652 -0.9436
H -0.9753 -0.2314 1.7573

Forces on the atoms, in the same order (eV/Å):
0.89 -1.53 0.14
0.28 0.61 -0.61
-2.08 2.00 0.67
2.46 -1.38 1.36
-2.01 1.23 -1.09
-2.24 1.37 -0.84
0.97 -0.66 1.40
0.33 -0.02 0.65
0.10 0.38 0.52
1.12 -1.26 -0.24
-0.10 -0.57 -0.30
0.28 -0.17 -1.65